# 1
DFT (ωB97M-V/def2-TZVPD) results for a 14-piece molecular cluster, C78H176N8O14 overall.

Geometry as ORCA input:
```
! RIJCOSX wB97M-V def2-TZVPD def2/J DEFGRID3
* xyz 0 1
O 16.12060 15.79072 14.68916
H 16.26389 16.13644 13.80815
H 15.73169 16.51956 15.17265
O 13.87219 21.49121 14.42164
H 14.69068 21.68201 13.96348
H 14.04089 20.66914 14.88205
O 16.48752 22.12946 12.91806
H 17.01236 21.33675 13.02936
H 17.12856 22.83977 12.89030
O 11.26317 21.44124 13.97422
H 12.17977 21.66748 14.13202
H 10.78236 22.24947 14.15256
C 14.34844 26.31985 21.18371
C 14.99554 25.91471 19.79183
C 15.54594 24.41552 19.95057
C 14.42521 23.33061 19.79598
C 13.72567 23.53016 18.43516
C 13.12942 24.92641 18.22677
N 14.05362 26.00621 18.61351
O 13.63440 27.30842 18.29214
C 12.85714 24.95043 16.68889
C 11.81938 24.99158 19.05198
C 16.17659 26.87187 19.60335
H 13.89456 27.31013 21.22156
H 15.08507 26.41838 21.98105
H 13.53185 25.65844 21.47324
H 16.23569 24.23372 19.12637
H 16.06622 24.31141 20.90271
H 13.72980 23.42231 20.63031
H 14.89313 22.35670 19.93969
H 12.92711 22.78826 18.43555
H 14.43289 23.20337 17.67284
H 12.16776 24.20782 16.28715
H 12.52601 25.96089 16.44927
H 13.81058 24.91201 16.16204
H 11.41828 26.00036 18.95412
H 11.02266 24.33251 18.70705
H 11.95396 24.80327 20.11712
H 16.70261 26.75213 18.65622
H 16.93436 26.69637 20.36695
H 15.79606 27.89318 19.61807
H 13.77792 27.43206 17.35101
C 11.35827 16.26453 16.12536
C 10.32063 17.32368 15.66588
C 8.88200 16.89376 16.16690
C 8.68715 17.09533 17.73911
C 8.99432 18.55414 18.07584
C 10.39544 18.99359 17.60920
N 10.64548 18.70164 16.17293
O 11.81867 19.23074 15.58513
C 10.54750 20.58629 17.64070
C 11.44185 18.39254 18.56944
C 10.19677 17.36447 14.08791
H 11.04600 15.83125 17.07555
H 12.37469 16.65739 16.15072
H 11.28829 15.41013 15.45215
H 8.04210 17.28395 15.59207
H 8.78335 15.80919 16.12126
H 9.27599 16.41480 18.35413
H 7.63605 16.86491 17.91291
H 8.97817 18.59034 19.16512
H 8.21110 19.18642 17.65765
H 10.11906 21.04378 18.53246
H 11.59024 20.87982 17.76164
H 10.01213 21.01868 16.79540
H 11.36713 17.30752 18.49702
H 12.46062 18.71046 18.34782
H 11.22090 18.79978 19.55607
H 10.18012 16.34946 13.69095
H 10.97807 17.91971 13.56890
H 9.23585 17.77426 13.77677
H 11.50427 19.95137 15.03426
C 21.76576 21.06613 20.14537
C 21.42469 19.52683 19.99913
C 22.74564 18.63263 20.06114
C 22.53253 17.19340 20.39716
C 21.78083 17.07135 21.73123
C 20.39595 17.77030 21.62297
N 20.55183 19.14845 21.09371
O 19.35327 19.74102 21.02710
C 19.56076 16.92449 20.61538
C 19.69117 17.84070 22.99916
C 20.87023 19.39999 18.60181
H 22.35486 21.33055 19.26722
H 22.15280 21.24861 21.14787
H 20.83763 21.63462 20.08622
H 23.10804 18.53178 19.03811
H 23.50448 19.02357 20.73896
H 23.50859 16.71065 20.34855
H 21.96406 16.64472 19.64623
H 22.38265 17.34492 22.59787
H 21.61029 16.00519 21.88064
H 18.56023 17.35364 20.56172
H 19.81543 16.97875 19.55694
H 19.45499 15.87732 20.89881
H 19.69924 16.95547 23.63508
H 20.13232 18.57804 23.66985
H 18.64497 18.08574 22.81609
H 20.68916 18.36053 18.32823
H 21.57008 19.78858 17.86201
H 19.95304 19.96123 18.42327
H 19.51191 20.28657 21.80092
C 11.02516 18.94618 25.15272
C 12.37862 18.86313 24.40602
C 12.04747 19.10525 22.88784
C 13.35111 19.50443 22.09155
C 13.98750 20.65679 22.75033
C 14.53520 20.31535 24.19336
N 13.35903 19.79045 24.98309
O 13.63606 19.62239 26.36203
C 15.75495 19.39455 24.17171
C 14.98450 21.66289 24.79192
C 12.81927 17.38985 24.55653
H 10.58044 19.93324 25.02605
H 11.17110 18.71292 26.20742
H 10.17021 18.35515 24.82433
H 11.67017 18.21239 22.38930
H 11.42996 19.99019 22.73399
H 13.12767 19.70995 21.04469
H 14.07297 18.68986 22.03248
H 13.17816 21.38576 22.79140
H 14.81078 20.98709 22.11691
H 15.37178 18.43292 23.83030
H 16.52987 19.66502 23.45447
H 16.16868 19.25872 25.17095
H 15.80860 22.23855 24.37051
H 14.15498 22.36607 24.71745
H 15.29372 21.55228 25.83128
H 13.80095 17.21257 24.11724
H 12.08097 16.65177 24.24310
H 13.12063 17.06342 25.55189
H 13.30357 20.43001 26.76053
C 18.89939 17.57765 13.58130
C 18.14817 17.94623 12.27050
C 18.34292 16.73138 11.41441
C 17.38194 16.60403 10.22397
C 15.90673 16.75804 10.70257
C 15.67231 17.94960 11.64888
N 16.74306 18.07713 12.68174
O 16.49669 19.10310 13.57593
C 15.53156 19.19703 10.71350
C 14.35401 17.61964 12.37949
C 18.82380 19.28101 11.67418
H 18.48393 16.67880 14.03687
H 18.81444 18.43924 14.24353
H 19.94806 17.35002 13.39000
H 19.37429 16.70338 11.06288
H 18.10364 15.77016 11.86928
H 17.47005 15.69085 9.63539
H 17.64280 17.47668 9.62519
H 15.64007 15.81272 11.17519
H 15.29542 16.78224 9.80046
H 15.21132 20.04439 11.31974
H 16.34004 19.53827 10.06696
H 14.73449 19.03957 9.98687
H 14.20165 16.62727 12.80387
H 14.12932 18.27767 13.21890
H 13.46420 17.72832 11.75939
H 19.88852 19.12385 11.50167
H 18.70982 20.11059 12.37198
H 18.29483 19.55678 10.76191
H 15.86063 18.79127 14.22385
C 17.30623 10.44929 13.36682
C 16.53334 11.66781 12.72644
C 15.66784 11.06869 11.61794
C 14.36962 10.35332 11.99513
C 13.60792 11.37113 12.95483
C 14.44986 12.03109 14.11868
N 15.75270 12.47032 13.67104
O 16.54248 13.04785 14.65582
C 13.66376 13.21006 14.66390
C 14.60664 10.93301 15.16578
C 17.62594 12.46183 12.03515
H 17.72654 10.71102 14.33787
H 18.05389 10.06464 12.67317
H 16.64648 9.60054 13.54693
H 15.30396 11.86849 10.97296
H 16.22851 10.35635 11.01271
H 14.65985 9.49387 12.59946
H 13.86643 10.11992 11.05682
H 12.85756 10.74874 13.44238
H 12.93104 12.10285 12.51380
H 12.61637 13.00679 14.88697
H 14.14673 13.61196 15.55458
H 13.58267 13.98880 13.90556
H 13.69943 10.73937 15.73812
H 14.97480 9.97033 14.81108
H 15.33807 11.09399 15.95774
H 17.28780 13.28832 11.41010
H 18.36761 11.85442 11.51642
H 18.26163 12.90672 12.80070
H 16.24996 13.96116 14.69927
C 16.16742 12.54901 19.12128
C 15.35361 12.67450 20.43318
C 15.98170 13.61417 21.48050
C 16.05373 15.05765 21.19117
C 14.64791 15.45874 20.90451
C 13.79657 14.60562 19.90934
N 13.98389 13.17343 20.06718
O 13.29353 12.41147 19.22758
C 12.27783 14.88896 20.29506
C 14.17978 15.06151 18.49251
C 15.19613 11.40660 21.21899
H 15.58702 12.16784 18.28107
H 16.93496 11.77534 19.14126
H 16.55682 13.50224 18.76377
H 15.43946 13.54341 22.42341
H 17.02104 13.39159 21.72200
H 16.75655 15.22260 20.37450
H 16.42602 15.64660 22.02940
H 14.74016 16.46956 20.50722
H 14.26973 15.52255 21.92480
H 12.14862 15.91467 20.64047
H 11.67406 14.73442 19.40081
H 11.96297 14.29672 21.15425
H 13.70573 14.48720 17.69656
H 13.82834 16.06728 18.26223
H 15.26311 15.04140 18.37385
H 14.72012 10.71040 20.52846
H 14.67972 11.37677 22.17843
H 16.10883 10.83290 21.38004
H 13.89027 12.48150 18.47885
C 18.54811 14.86206 16.48230
C 19.73161 14.08520 16.84245
C 19.80734 14.15733 18.38662
C 20.64762 12.98317 19.07249
C 20.08256 11.66912 18.61595
C 20.06247 11.45309 17.07899
N 19.49425 12.65268 16.38766
O 19.38047 12.49187 15.00190
C 21.44163 11.11397 16.45643
C 19.03270 10.24455 16.92072
C 20.94762 14.74182 16.26894
H 18.70033 15.93422 16.60638
H 17.61974 14.61860 16.99898
H 18.39691 14.72130 15.41205
H 20.32274 15.07727 18.66264
H 18.84448 14.29171 18.87952
H 20.49730 13.02928 20.15109
H 21.72589 12.99333 18.91336
H 19.09173 11.57304 19.05994
H 20.72828 10.87800 18.99712
H 22.00901 10.43379 17.09168
H 21.37108 10.71781 15.44342
H 22.06068 12.01000 16.50128
H 18.98796 9.75616 15.94728
H 19.15514 9.62381 17.80829
H 17.98833 10.52525 16.78433
H 21.84743 14.29227 16.68886
H 21.01234 15.79527 16.54125
H 20.80375 14.74764 15.18849
H 18.43014 12.50706 14.86681
C 18.20228 23.11089 17.66296
C 18.89401 22.89101 16.31301
C 18.29737 21.66505 15.63320
O 18.66193 23.97339 15.55723
H 18.51955 24.03757 18.14119
H 18.44646 22.22537 18.24977
H 17.11936 23.16003 17.54907
H 19.97130 22.81314 16.45954
H 18.85680 21.40038 14.73593
H 17.27856 21.86814 15.30326
H 18.20382 20.85954 16.36156
H 18.34423 23.67082 14.70335
C 16.79334 18.23132 17.03080
C 15.37401 18.67025 17.03008
C 15.11518 20.16157 17.18972
O 14.75771 18.34272 15.87129
H 17.23986 18.58934 16.10314
H 16.92528 17.15657 17.15573
H 17.34496 18.70717 17.84159
H 14.75803 18.24624 17.82311
H 14.09745 20.48617 17.40642
H 15.45596 20.73082 16.32490
H 15.70124 20.71468 17.92369
H 13.81616 18.50858 15.95825
*
```

Summary:
* Kohn-Sham gap: 7.91 eV
* E_HOMO: -0.281 Eh

These are the Mulliken partial charges, in e, on atoms 1 to 5: atom 1 (O): 0.8214, atom 2 (H): -0.5304, atom 3 (H): -1.0583, atom 4 (O): -0.6843, atom 5 (H): 0.1588

---

# 2
DFT (ωB97M-V/def2-TZVPD) results for C27H32BrF5N7OsSe as an isolated structure.

Geometry as ORCA input:
```
! RIJCOSX wB97M-V def2-TZVPD def2/J DEFGRID3
* xyz 3 5
Os 0.59418 0.09249 -0.05227
C -0.24418 -3.47002 2.72722
N -0.60234 -2.10146 2.33482
C -1.88295 -1.96843 1.63186
C 0.14437 -1.05135 2.65929
N 0.07455 0.08098 1.83551
C -0.02356 1.39075 2.38837
C -0.21864 1.69899 3.73121
C -0.12985 3.01837 4.14529
C 0.18037 4.02593 3.23930
C 0.29921 3.73920 1.89014
C 0.12177 2.43117 1.45563
N 0.10785 1.97968 0.10809
C -0.23939 2.72573 -0.99662
N 0.04610 2.16665 -2.19204
C 0.89863 1.00978 -2.28593
C -0.79990 2.39854 -3.37503
N -0.83883 3.91006 -0.95443
C -0.59690 4.93376 -1.98101
C -1.87798 4.28998 0.00769
N 0.96095 -1.07143 3.71679
C 0.64677 -1.79917 4.95220
C 2.19731 -0.30178 3.79541
H -0.39150 -4.10859 1.85775
H -0.88007 -3.83428 3.53279
H 0.79755 -3.51297 3.02841
H -2.22572 -2.96412 1.36869
H -1.79658 -1.37093 0.72186
H -2.62551 -1.49996 2.27994
H -0.41876 0.92263 4.45324
H -0.27603 3.26142 5.18734
H 0.30792 5.04101 3.58618
H 0.51140 4.52568 1.18228
H 1.82281 1.12517 -1.69579
H 1.24787 0.87287 -3.30964
H 0.33424 0.04150 -2.08833
H -1.70565 2.91737 -3.07710
H -1.08269 1.42831 -3.78335
H -0.26763 2.96986 -4.13463
H 0.26245 4.66826 -2.58817
H -0.38664 5.86909 -1.46294
H -1.47497 5.07565 -2.60943
H -2.11293 3.46635 0.67186
H -2.77108 4.53163 -0.57012
H -1.57166 5.16761 0.57329
H -0.36583 -2.18513 4.92194
H 0.72458 -1.08967 5.77769
H 1.35359 -2.61092 5.12256
H 2.40682 0.16993 2.84443
H 3.00657 -0.98867 4.04746
H 2.12534 0.45908 4.57251
Br 1.95682 -2.15891 -0.32244
C 3.40840 -0.99966 0.18216
C 4.71732 -1.41670 0.19094
C 5.65532 -0.43694 0.51260
C 5.23475 0.85909 0.78944
C 3.88439 1.15488 0.75192
N 2.96782 0.22036 0.45772
H 5.00161 -2.43101 -0.04641
H 6.70641 -0.68979 0.53604
H 5.94759 1.63429 1.03190
H 3.50770 2.14498 0.97323
F -8.65137 -0.49784 -0.81356
C -7.38354 -0.20921 -0.77203
C -6.96477 1.11218 -0.97114
F -7.85496 2.05146 -1.20254
C -5.61681 1.40327 -0.91923
F -5.22253 2.65626 -1.10499
C -4.65008 0.40741 -0.68104
Se -2.86215 0.81859 -0.63892
C -5.11113 -0.90616 -0.48108
F -4.22445 -1.86902 -0.23409
C -6.45023 -1.22511 -0.52304
F -6.86350 -2.45964 -0.32961
*
```

Summary:
* Kohn-Sham gap (alpha / beta): 7.53 / 5.67 eV
* E_HOMO (alpha / beta): -0.587 / -0.598 Eh
* ⟨S²⟩: 6.034

These are the Mulliken partial charges, in e, on atoms 1 to 5: atom 1 (Os): 1.5300, atom 2 (C): -1.2159, atom 3 (N): 0.2551, atom 4 (C): -0.5896, atom 5 (C): -0.2706

---

Copy entry 2 word for word.
DFT (ωB97M-V/def2-TZVPD) results for C27H32BrF5N7OsSe as an isolated structure.

Geometry as ORCA input:
```
! RIJCOSX wB97M-V def2-TZVPD def2/J DEFGRID3
* xyz 3 5
Os 0.59418 0.09249 -0.05227
C -0.24418 -3.47002 2.72722
N -0.60234 -2.10146 2.33482
C -1.88295 -1.96843 1.63186
C 0.14437 -1.05135 2.65929
N 0.07455 0.08098 1.83551
C -0.02356 1.39075 2.38837
C -0.21864 1.69899 3.73121
C -0.12985 3.01837 4.14529
C 0.18037 4.02593 3.23930
C 0.29921 3.73920 1.89014
C 0.12177 2.43117 1.45563
N 0.10785 1.97968 0.10809
C -0.23939 2.72573 -0.99662
N 0.04610 2.16665 -2.19204
C 0.89863 1.00978 -2.28593
C -0.79990 2.39854 -3.37503
N -0.83883 3.91006 -0.95443
C -0.59690 4.93376 -1.98101
C -1.87798 4.28998 0.00769
N 0.96095 -1.07143 3.71679
C 0.64677 -1.79917 4.95220
C 2.19731 -0.30178 3.79541
H -0.39150 -4.10859 1.85775
H -0.88007 -3.83428 3.53279
H 0.79755 -3.51297 3.02841
H -2.22572 -2.96412 1.36869
H -1.79658 -1.37093 0.72186
H -2.62551 -1.49996 2.27994
H -0.41876 0.92263 4.45324
H -0.27603 3.26142 5.18734
H 0.30792 5.04101 3.58618
H 0.51140 4.52568 1.18228
H 1.82281 1.12517 -1.69579
H 1.24787 0.87287 -3.30964
H 0.33424 0.04150 -2.08833
H -1.70565 2.91737 -3.07710
H -1.08269 1.42831 -3.78335
H -0.26763 2.96986 -4.13463
H 0.26245 4.66826 -2.58817
H -0.38664 5.86909 -1.46294
H -1.47497 5.07565 -2.60943
H -2.11293 3.46635 0.67186
H -2.77108 4.53163 -0.57012
H -1.57166 5.16761 0.57329
H -0.36583 -2.18513 4.92194
H 0.72458 -1.08967 5.77769
H 1.35359 -2.61092 5.12256
H 2.40682 0.16993 2.84443
H 3.00657 -0.98867 4.04746
H 2.12534 0.45908 4.57251
Br 1.95682 -2.15891 -0.32244
C 3.40840 -0.99966 0.18216
C 4.71732 -1.41670 0.19094
C 5.65532 -0.43694 0.51260
C 5.23475 0.85909 0.78944
C 3.88439 1.15488 0.75192
N 2.96782 0.22036 0.45772
H 5.00161 -2.43101 -0.04641
H 6.70641 -0.68979 0.53604
H 5.94759 1.63429 1.03190
H 3.50770 2.14498 0.97323
F -8.65137 -0.49784 -0.81356
C -7.38354 -0.20921 -0.77203
C -6.96477 1.11218 -0.97114
F -7.85496 2.05146 -1.20254
C -5.61681 1.40327 -0.91923
F -5.22253 2.65626 -1.10499
C -4.65008 0.40741 -0.68104
Se -2.86215 0.81859 -0.63892
C -5.11113 -0.90616 -0.48108
F -4.22445 -1.86902 -0.23409
C -6.45023 -1.22511 -0.52304
F -6.86350 -2.45964 -0.32961
*
```

Summary:
* Kohn-Sham gap (alpha / beta): 7.53 / 5.67 eV
* E_HOMO (alpha / beta): -0.587 / -0.598 Eh
* ⟨S²⟩: 6.034

These are the Mulliken partial charges, in e, on atoms 1 to 5: atom 1 (Os): 1.5300, atom 2 (C): -1.2159, atom 3 (N): 0.2551, atom 4 (C): -0.5896, atom 5 (C): -0.2706